1.
Here is a molecular structure, C20H20N4O6Re from the Open Molecules 2025 dataset. Energies are from ωB97M-V with the def2-TZVPD basis set.

```
51
Properties=species:S:1:pos:R:3:forces:R:3
C 4.061 -0.515 0.886 0.984 -0.683 -1.511
C 3.081 -0.052 1.919 -1.765 -2.930 1.328
H 4.062 -1.581 0.851 -0.099 -0.576 0.589
H 5.056 -0.348 0.428 0.152 1.217 1.965
H 3.531 -0.356 0.007 -1.091 0.446 -2.149
H 2.103 -0.277 1.471 -0.132 0.295 -0.309
H 2.927 -0.759 2.765 0.961 -0.131 -0.293
H 2.872 0.793 2.473 0.958 2.875 0.364
C -0.736 -0.791 -2.939 0.426 -0.272 -0.147
C -1.286 -1.151 -4.158 1.064 0.092 0.459
C -2.604 -0.849 -4.397 0.265 -0.427 -1.136
C -3.366 -0.271 -3.432 -1.018 0.931 1.904
H 0.320 -0.946 -2.662 -0.525 -0.029 -0.371
H -0.650 -1.604 -4.901 -0.009 -0.085 -0.101
H -3.017 -1.051 -5.371 -0.187 -0.073 -0.100
H -4.384 0.009 -3.584 -0.598 -0.088 -0.381
N -1.499 -0.215 -1.999 -0.735 -0.301 -0.625
C -2.840 0.021 -2.184 1.861 -0.581 -1.503
C -3.399 0.621 -1.027 -0.276 1.830 2.561
N -2.522 0.778 0.032 -0.592 -0.926 -0.930
C -2.778 1.195 1.276 -1.326 0.510 -0.380
C -4.903 1.741 0.396 -0.925 0.724 0.918
C -4.023 1.754 1.462 0.628 -0.082 0.782
H -2.011 1.053 2.044 -0.156 0.271 -0.166
H -4.237 2.179 2.432 -0.414 -0.029 -0.068
C -4.615 1.201 -0.819 0.305 -1.352 -1.619
H -5.261 1.108 -1.668 -0.959 0.424 0.089
H -5.878 2.144 0.535 -0.609 0.396 0.162
Re -0.744 0.253 -0.268 4.091 -3.315 1.242
C -0.047 2.101 -0.835 -0.024 0.527 -0.042
H -0.375 2.807 -0.038 0.188 -0.093 -0.523
H -0.353 2.482 -1.850 0.353 -0.311 1.004
H 1.055 2.012 -0.754 -0.222 0.162 -0.229
O -1.563 -2.901 1.196 1.160 1.469 -0.605
C -0.413 -2.529 1.134 0.522 -2.399 1.474
O 0.119 -1.452 0.531 -1.614 2.666 -1.536
C 0.788 -3.191 1.823 0.980 -0.085 0.076
C 1.920 -3.576 1.077 0.166 -0.177 -0.066
C 3.156 -3.804 1.706 -0.980 0.900 1.013
C 3.317 -3.635 3.095 -1.525 0.380 -0.462
C 2.162 -3.291 3.827 0.291 0.030 -1.666
C 0.921 -3.059 3.205 -0.212 -0.501 0.124
N 2.307 -2.864 5.203 -0.034 0.992 3.246
O 3.423 -2.904 5.750 -2.136 -0.149 -1.519
O 1.274 -2.423 5.767 2.009 -0.946 -1.247
N 4.379 -3.784 0.909 2.798 -0.125 -1.686
O 4.288 -3.593 -0.330 -0.276 -0.615 2.572
O 5.475 -3.852 1.505 -2.646 -0.004 -1.097
H 1.867 -3.684 -0.009 0.127 0.225 0.345
H 4.291 -3.624 3.541 0.248 -0.182 0.224
H 0.037 -2.794 3.789 0.547 0.107 0.025
```
Forces are in eV/Å.

The largest force on an atom comes out at 5.410 eV Å⁻¹. The calculation puts the energy above the lowest of the compared OMol25 structures with the same formula, charge and spin at 215.2 kJ/mol. The spin multiplicity is 4. As for the expectation value of S²: 3.784. As for the electronic energy: -41412.7165 eV. The calculation puts the orbital gap (alpha / beta) at 6.21 / 5.28 eV. Its net charge is +2. As for the LUMO energy (alpha / beta): -8.84 / -9.80 eV.

***

2.
Here is a molecular structure, C20H20N5S4SbV from the Open Molecules 2025 dataset. Energies are from ωB97M-V with the def2-TZVPD basis set.

```
51
Properties=species:S:1:pos:R:3:forces:R:3
V 0.183 0.853 0.933 2.224 1.480 2.339
C -3.416 1.785 -0.953 0.318 -0.134 0.101
C -1.992 1.479 -0.610 -0.756 0.399 -0.519
N -1.528 1.470 0.633 -1.842 0.072 -0.293
N -2.229 2.003 1.678 -0.875 0.247 0.865
C -1.482 2.631 2.615 -0.406 0.508 -0.348
N -2.081 3.119 3.724 -0.101 -0.089 -0.277
S 0.132 2.906 2.267 0.598 0.368 0.491
C -0.941 1.285 -1.545 0.035 0.135 -0.298
C -1.064 1.115 -2.935 0.031 -0.006 0.023
C 0.068 1.050 -3.710 -0.056 0.097 0.285
C 1.319 1.165 -3.093 -0.095 0.049 0.198
C 1.373 1.296 -1.722 0.670 0.081 -0.608
N 0.292 1.335 -0.950 -0.220 0.421 -1.688
H -3.700 2.763 -0.560 -0.012 0.043 0.014
H -4.086 1.037 -0.524 -0.072 -0.040 -0.026
H -3.554 1.796 -2.029 -0.074 0.003 -0.014
H -3.213 1.777 1.819 0.398 0.006 -0.076
H -2.926 2.683 4.062 0.030 0.027 -0.058
H -1.451 3.438 4.446 -0.008 -0.158 -0.126
H -2.039 1.018 -3.386 -0.094 0.018 0.007
H 0.001 0.930 -4.780 -0.061 -0.048 -0.102
H 2.225 1.154 -3.673 0.166 -0.016 -0.028
H 2.327 1.389 -1.212 -0.045 -0.129 -0.035
S 3.091 1.260 4.074 -0.195 -0.426 0.229
Sb 1.813 -0.538 4.554 -0.163 0.898 -0.220
S -0.197 -0.416 2.929 -0.133 -0.996 0.231
S -0.496 0.495 4.753 0.243 -0.110 0.810
C 4.596 -1.834 0.987 0.054 0.119 0.075
C 3.726 -2.829 0.564 -0.035 0.110 -0.011
C 2.391 -2.552 0.347 -0.211 0.166 0.004
C 1.895 -1.249 0.537 1.122 -0.331 0.069
C 2.783 -0.261 1.010 -0.460 -0.299 -0.353
C 4.113 -0.555 1.235 0.215 -0.004 -0.097
N 0.592 -0.889 0.372 0.112 -1.495 0.078
C -0.280 -1.547 -0.450 -0.667 -0.624 -0.636
C 0.112 -2.045 -1.703 0.009 0.123 0.250
C -0.826 -2.560 -2.572 -0.018 -0.003 -0.030
C -2.166 -2.594 -2.223 -0.156 -0.075 -0.079
C -2.565 -2.126 -0.981 -0.080 -0.020 -0.127
C -1.638 -1.610 -0.099 0.244 -0.083 0.195
H 5.641 -2.058 1.137 0.099 0.007 0.052
H 4.093 -3.833 0.404 0.018 -0.072 -0.003
H 1.710 -3.338 0.049 0.012 0.013 -0.030
H 2.404 0.749 1.223 0.367 -0.059 0.060
H 4.776 0.218 1.595 -0.007 0.023 0.086
H 1.153 -1.992 -1.988 0.051 -0.008 -0.015
H -0.505 -2.925 -3.537 -0.003 -0.059 -0.116
H -2.892 -3.000 -2.908 -0.134 -0.065 -0.115
H -3.607 -2.173 -0.693 -0.078 -0.029 0.013
H -1.936 -1.273 0.890 0.042 -0.035 -0.147
```
Forces are in eV/Å.

The largest force on an atom comes out at 3.551 eV Å⁻¹. The calculation puts the energy above the lowest of the compared OMol25 structures with the same formula, charge and spin at 92.0 kJ/mol. The spin multiplicity is 4. As for the expectation value of S²: 3.782. As for the electronic energy: -104082.4378 eV. The calculation puts the orbital gap (alpha / beta) at 6.40 / 6.07 eV. As for the LUMO energy (alpha / beta): -0.09 / -1.10 eV.

***

3.
Here is C20H20N6O in the gas phase from the Open Molecules 2025 dataset. Energies are from ωB97M-V with the def2-TZVPD basis set.

```
47
Properties=species:S:1:pos:R:3:forces:R:3
N -3.374 -4.267 0.628 1.181 -2.016 -1.062
N 1.092 3.371 1.793 -1.360 -0.474 0.265
N -0.301 1.112 0.546 3.476 2.146 -0.491
O -1.332 -3.648 0.049 3.245 -2.322 -2.029
C -2.248 -4.618 0.001 -4.071 0.479 0.746
C 1.179 3.080 0.535 1.598 0.949 -1.490
C 0.672 1.898 -0.097 -2.112 -2.321 -0.376
C -3.843 -2.192 1.912 0.929 2.007 1.070
C -3.211 -0.982 2.372 -0.668 -0.647 0.619
C -1.098 -1.569 1.354 -0.294 -0.727 -0.898
C -1.052 2.170 4.530 0.174 1.217 0.166
C -1.633 1.032 3.979 -1.721 -1.389 0.526
C -3.079 -3.066 1.179 0.544 1.288 0.259
C -1.770 -2.692 0.844 -1.341 2.134 2.226
C -1.825 -0.675 2.160 -1.809 -0.159 -0.293
C -0.119 2.918 3.833 1.001 -0.257 0.995
C -1.305 0.626 2.717 0.777 -0.905 -1.685
C 0.254 2.552 2.525 -0.516 -0.893 -1.091
C -0.410 1.413 1.882 -0.356 0.908 0.854
N -2.123 -5.766 -0.734 0.654 1.948 1.553
N 1.054 1.539 -1.421 1.484 1.616 1.660
N 2.356 -0.239 -3.348 0.574 -0.400 0.684
C 0.386 0.539 -2.147 -2.282 -1.384 -0.273
C 1.272 -0.689 -2.383 -1.271 2.670 -3.524
C 4.032 1.602 -3.947 -1.436 -2.133 0.053
C 2.362 1.990 -2.124 0.507 -2.052 3.862
C 3.275 0.892 -2.749 -4.596 -0.030 -3.564
H 1.700 3.849 -0.127 -0.455 -1.235 0.921
H -4.861 -2.434 2.153 -0.269 0.129 0.109
H -3.829 -0.284 3.026 0.877 -0.944 -1.144
H -0.078 -1.429 1.013 -0.046 0.303 0.354
H -1.383 2.534 5.496 0.167 -0.201 0.082
H -2.455 0.395 4.518 1.933 1.401 -0.732
H 0.492 3.708 4.345 -0.994 -0.580 -0.694
H -2.815 -6.465 -0.731 -0.851 -0.330 0.163
H -1.415 -5.787 -1.391 1.449 -0.332 -1.366
H 1.917 0.033 -4.234 0.473 0.270 0.535
H -0.653 0.309 -1.791 1.213 0.006 0.782
H 0.055 0.907 -3.123 0.633 0.307 -0.489
H 1.792 -0.940 -1.570 1.633 -1.120 3.580
H 0.587 -1.506 -2.650 0.837 -0.063 -0.733
H 3.449 2.286 -4.608 -0.096 -0.845 0.664
H 4.555 0.846 -4.554 -0.242 0.317 0.206
H 4.729 2.187 -3.473 2.068 1.610 0.871
H 3.087 2.343 -1.334 -1.329 0.877 -0.823
H 2.032 2.615 -2.870 -0.263 2.012 -1.500
H 3.885 0.504 -1.981 0.948 -0.834 0.452
```
Forces are in eV/Å.

The largest force on an atom comes out at 5.816 eV Å⁻¹. The calculation puts the energy above the lowest of the compared OMol25 structures with the same formula, charge and spin at 326.3 kJ/mol. The SMILES is C[C@H]1CN(c2cnc3cccc(-c4ccc5nc(N)oc5c4)c3n2)CCN1. The spin multiplicity is 1. As for the electronic energy: -32050.3624 eV. The calculation puts the orbital gap at 7.38 eV. As for the LUMO energy: -0.02 eV.

***

> Number 3 is which compound?

C20H20N6O